# C32H19BrCl68N3OPS2

A structure of composition C32H19BrCl68N3OPS2 in a non-equilibrium geometry (wB97M-V/def2-TZVPD, OMol25).

```
127
Properties=species:S:1:pos:R:3:forces:R:3
C 0.254 -0.703 3.181 0.3 -0.2 0.2
C -0.100 -2.310 3.254 0.1 0.4 -0.7
C 0.658 -3.063 1.994 -1.0 -0.1 0.1
C -0.355 -2.938 0.698 0.6 -0.6 0.3
C 0.542 -3.036 -0.672 -0.3 0.4 -0.6
C 0.728 -1.624 -1.484 2.2 3.5 -1.8
C -0.519 -0.854 -2.289 2.0 2.4 -0.8
C -2.053 -1.448 -2.329 -0.1 1.2 -0.2
C -2.937 -1.099 -0.964 -1.4 -1.0 -0.5
C -4.513 -0.799 -1.335 0.1 -0.8 -0.3
Br -2.274 0.579 -0.022 -0.3 -1.3 -0.5
C -0.241 0.561 -3.137 1.2 -1.3 2.7
N -1.361 1.278 -3.919 0.9 5.4 5.0
C -1.494 2.500 -3.286 -0.9 2.7 2.7
O -1.699 3.651 -2.603 1.7 -9.6 -6.1
C 1.243 1.270 -3.218 2.7 0.4 0.7
N 1.740 2.505 -3.938 -0.3 -3.8 2.7
S 3.476 2.747 -3.674 -5.2 -4.6 3.3
N 3.732 1.337 -2.637 -4.2 -1.7 -0.1
C 2.472 0.527 -2.428 -0.3 2.4 -1.6
C 2.226 -0.889 -1.580 -3.0 0.9 -0.8
P 3.818 -1.621 -0.752 -0.2 -0.2 -1.4
S 4.334 -3.342 -1.555 -0.3 0.3 0.4
H 0.886 -0.424 2.214 -1.4 -0.7 2.0
H 0.918 -0.446 4.113 -1.4 -0.2 -1.8
H -0.727 -0.061 3.163 2.0 -1.1 0.2
H -1.286 -2.386 3.139 2.6 -0.2 0.2
H 0.213 -2.806 4.271 -0.6 1.2 -1.9
H 0.865 -4.191 2.261 -0.4 2.1 -0.7
H 1.698 -2.578 1.709 -2.1 -0.8 0.8
H -1.104 -3.863 0.699 1.5 2.2 0.1
H -0.959 -1.940 0.816 1.3 -1.9 -0.5
H 1.603 -3.447 -0.384 -2.0 0.8 -0.8
H 0.030 -3.819 -1.391 1.1 1.7 1.2
H -2.647 -0.919 -3.219 1.6 -1.0 1.9
H -2.114 -2.596 -2.545 0.4 2.1 0.6
H -2.941 -2.031 -0.219 0.4 2.3 -1.5
H -4.695 0.267 -1.821 0.5 -2.3 1.1
H -5.198 -0.963 -0.388 1.5 0.6 -1.9
H -4.833 -1.636 -2.111 0.6 1.7 1.5
H 4.947 -0.717 -1.006 -1.5 -0.1 0.5
H 3.634 -1.691 0.680 -0.1 0.5 -0.8
C 0.589 3.685 3.295 0.1 0.0 -0.1
Cl 1.591 2.409 4.033 -0.3 0.4 -0.2
Cl -0.032 3.118 1.724 0.1 0.1 0.4
Cl -0.778 4.064 4.373 0.3 -0.4 -0.3
Cl 1.577 5.148 3.051 -0.2 -0.6 -0.2
C 7.578 0.901 -3.148 0.0 -0.1 0.0
Cl 6.750 -0.563 -3.738 0.1 0.4 0.3
Cl 6.468 2.291 -3.246 0.9 -0.1 0.1
Cl 8.078 0.658 -1.455 -0.4 0.5 -0.3
Cl 9.015 1.216 -4.152 -0.3 -0.1 0.3
C -4.890 4.444 4.862 -0.1 0.0 -0.1
Cl -4.144 3.246 3.775 -0.2 0.3 0.2
Cl -6.355 3.747 5.599 0.4 0.2 -0.2
Cl -3.734 4.885 6.144 -0.2 -0.1 -0.3
Cl -5.329 5.899 3.931 0.1 -0.4 0.2
C 0.278 8.660 5.203 -0.1 0.0 0.0
Cl 1.721 9.107 4.257 -0.3 -0.3 0.3
Cl 0.666 8.716 6.941 -0.1 0.1 -0.5
Cl -1.040 9.805 4.851 0.3 -0.2 0.1
Cl -0.234 7.011 4.761 -0.1 1.0 0.4
C -7.453 1.957 -0.162 0.1 0.1 0.1
Cl -8.878 2.947 0.242 0.4 -0.3 -0.1
Cl -6.196 2.193 1.078 -0.3 -0.1 -0.3
Cl -7.920 0.238 -0.216 0.0 0.3 0.0
Cl -6.819 2.450 -1.753 -0.2 -0.1 0.4
C 3.599 6.001 7.586 0.0 0.0 0.1
Cl 4.601 4.726 8.324 -0.2 0.3 -0.2
Cl 2.978 5.435 6.015 -0.1 0.3 0.7
Cl 2.232 6.381 8.664 0.4 -0.3 -0.1
Cl 4.586 7.464 7.342 -0.3 -0.4 0.0
C -3.137 -6.849 -0.128 0.0 -0.2 0.0
Cl -2.391 -8.047 -1.215 -0.4 0.3 0.3
Cl -4.602 -7.546 0.609 0.4 0.0 -0.4
Cl -1.981 -6.408 1.153 -0.4 -0.1 -0.2
Cl -3.576 -5.394 -1.059 0.1 -0.2 0.2
C 5.276 3.402 2.434 0.0 0.1 0.0
Cl 6.687 4.270 1.777 -0.3 -0.2 0.1
Cl 4.733 4.199 3.932 0.4 -0.4 -0.6
Cl 3.956 3.422 1.238 0.4 -0.1 0.2
Cl 5.730 1.716 2.790 -0.1 0.3 -0.1
C -7.582 -5.743 2.438 -0.1 0.1 0.1
Cl -8.558 -4.836 3.621 0.6 -0.3 -0.2
Cl -7.679 -7.485 2.799 0.0 0.8 -0.2
Cl -8.207 -5.441 0.797 0.2 -0.1 0.4
Cl -5.885 -5.209 2.535 -0.5 0.1 0.1
C -7.052 -11.351 3.421 0.0 -0.1 0.0
Cl -7.093 -11.337 5.202 0.0 0.0 -0.5
Cl -6.436 -12.924 2.853 -0.2 0.4 0.1
Cl -8.697 -11.093 2.787 0.4 0.0 0.1
Cl -5.981 -10.050 2.842 -0.1 -0.6 0.2
C 1.143 12.820 2.387 0.0 0.0 0.0
Cl 0.315 11.357 1.797 0.2 0.4 0.1
Cl 0.033 14.211 2.289 0.3 -0.3 0.0
Cl 1.643 12.578 4.080 -0.1 0.2 -0.4
Cl 2.580 13.135 1.383 -0.3 -0.1 0.2
C 5.522 1.105 -7.236 0.0 -0.1 -0.3
Cl 4.545 2.011 -6.053 0.6 -0.7 -1.1
Cl 5.425 -0.637 -6.875 0.2 0.5 -0.2
Cl 4.897 1.407 -8.877 0.0 -0.4 0.5
Cl 7.219 1.638 -7.139 -0.4 -0.1 -0.1
C 1.598 -7.973 -0.086 0.1 0.0 0.0
Cl 0.444 -9.085 0.693 0.3 0.2 -0.2
Cl 2.430 -7.010 1.161 -0.2 -0.2 -0.3
Cl 2.797 -8.914 -1.009 -0.3 0.3 0.2
Cl 0.720 -6.884 -1.190 0.5 -0.2 0.2
C 5.357 5.140 -11.110 0.1 0.0 0.0
Cl 6.219 4.069 -9.976 -0.1 0.5 -0.4
Cl 5.471 6.824 -10.541 0.0 -0.4 -0.1
Cl 6.094 5.008 -12.727 -0.2 0.0 0.4
Cl 3.644 4.657 -11.197 0.4 0.1 0.0
C -12.020 -2.897 2.245 0.0 -0.1 0.0
Cl -10.610 -2.029 1.588 -0.3 -0.2 0.2
Cl -12.564 -2.100 3.743 0.1 -0.2 -0.4
Cl -13.341 -2.877 1.049 0.3 0.0 0.3
Cl -11.567 -4.583 2.601 -0.4 0.5 -0.2
C 10.702 -2.702 -1.450 -0.1 0.0 -0.1
Cl 9.371 -2.009 -2.411 0.6 -0.7 0.2
Cl 10.057 -3.346 0.081 0.1 0.2 -0.4
Cl 11.475 -4.018 -2.369 -0.2 0.3 0.2
Cl 11.905 -1.434 -1.101 -0.3 -0.3 -0.1
C 1.300 -1.996 -6.009 0.1 0.0 -0.4
Cl 0.526 -0.702 -5.060 0.8 -1.6 -1.6
Cl 2.254 -1.275 -7.330 -0.4 -0.2 0.2
Cl 2.373 -2.947 -4.951 -0.3 0.3 -0.2
Cl 0.046 -3.060 -6.694 0.2 0.2 0.1
```
Positions in Å, forces in eV/Å.

Calculated values
Energy in eV: -992515.10066

# C32H20Cl5F5IrN3O2S

A structure of composition C32H20Cl5F5IrN3O2S (wB97M-V/def2-TZVPD, OMol25).

```
69
Properties=species:S:1:pos:R:3:forces:R:3
Ir -0.550 -0.891 -2.196 0.2 0.2 -0.1
Cl -1.802 -2.433 0.978 -0.5 0.3 0.2
C -2.104 -3.135 -0.569 -0.4 0.0 0.1
C -1.654 -2.490 -1.705 -0.2 0.0 -0.1
C -1.958 -3.095 -2.907 -0.2 -0.1 0.0
Cl -1.255 -2.165 -4.222 0.0 0.1 0.0
C -2.640 -4.278 -3.073 -0.1 0.0 0.0
Cl -2.928 -4.917 -4.637 0.0 0.0 0.0
C -3.069 -4.919 -1.909 -0.1 0.0 -0.1
Cl -3.933 -6.400 -2.027 0.0 0.0 0.0
C -2.800 -4.347 -0.664 -0.1 0.2 0.1
Cl -3.322 -5.151 0.764 -0.1 0.1 0.0
F -0.623 -6.562 1.188 0.1 -0.1 0.0
C -0.129 -5.584 0.435 0.1 0.0 0.1
C 0.415 -4.458 1.028 0.2 -0.2 -0.1
F 0.440 -4.361 2.358 0.0 0.0 0.0
C 0.912 -3.437 0.237 0.5 0.0 0.1
F 1.410 -2.358 0.854 -0.2 -0.5 -0.2
C 0.887 -3.506 -1.152 0.2 0.0 0.2
S 1.404 -2.132 -2.133 0.0 -0.1 -0.1
C 0.350 -4.658 -1.717 0.1 -0.3 0.1
F 0.263 -4.790 -3.043 0.2 0.0 -0.1
C -0.164 -5.685 -0.945 0.3 0.0 -0.1
F -0.703 -6.761 -1.521 0.0 0.0 0.0
C 2.796 2.566 -0.920 0.0 0.0 0.0
C 2.705 2.340 -2.439 0.0 0.0 0.1
C 3.958 1.616 -2.954 0.0 0.0 0.0
C 2.483 3.664 -3.176 0.0 0.0 0.0
C 1.555 1.455 -2.678 0.0 0.1 -0.1
N 0.687 0.723 -2.820 0.0 0.0 0.0
H 3.679 3.173 -0.715 0.0 0.0 0.0
H 2.880 1.622 -0.380 0.0 0.0 0.0
H 1.920 3.098 -0.548 0.1 0.0 0.0
H 4.828 2.243 -2.754 0.0 0.0 0.0
H 3.899 1.436 -4.027 0.0 0.0 0.0
H 4.091 0.662 -2.446 0.0 0.0 0.0
H 3.340 4.312 -2.987 0.0 0.0 0.0
H 1.586 4.167 -2.816 0.0 0.0 0.0
H 2.395 3.513 -4.252 0.0 0.0 0.0
O -2.309 0.476 -1.641 -0.1 0.1 -0.1
C -1.661 0.745 -0.609 0.0 0.0 0.1
N -1.914 1.594 0.402 0.0 0.0 0.0
C -0.792 1.571 1.344 0.0 0.0 0.0
C 0.164 0.532 0.667 0.2 0.1 0.0
O 1.260 0.246 1.075 -0.1 0.2 0.0
N -0.466 0.124 -0.467 -0.1 -0.1 0.1
C -0.046 2.898 1.368 0.0 0.0 0.0
C -0.313 3.906 0.451 0.0 0.0 0.0
C 0.443 5.074 0.451 0.0 0.0 0.0
C 1.473 5.236 1.364 0.0 0.0 0.0
C 1.744 4.226 2.280 0.0 0.0 0.0
C 0.990 3.065 2.284 0.0 0.0 0.0
C -1.247 1.140 2.728 0.0 0.0 0.0
C -2.074 2.005 3.441 0.0 0.0 0.0
C -2.568 1.642 4.683 0.0 0.0 0.0
C -2.230 0.411 5.231 0.0 0.0 0.0
C -1.395 -0.446 4.533 0.0 0.0 0.0
C -0.903 -0.086 3.284 0.0 0.0 0.0
H -2.842 1.906 0.634 0.0 0.0 0.0
H -1.106 3.781 -0.275 0.0 0.0 0.0
H 0.220 5.856 -0.263 0.0 0.0 0.0
H 2.061 6.145 1.367 0.0 0.0 0.0
H 2.549 4.343 2.994 0.0 0.0 0.0
H 1.210 2.274 2.989 0.0 0.0 0.0
H -2.318 2.978 3.030 0.0 0.0 0.0
H -3.210 2.322 5.227 0.0 0.0 0.0
H -2.613 0.126 6.202 0.0 0.0 0.0
H -1.120 -1.404 4.956 0.0 0.0 0.0
H -0.235 -0.757 2.759 0.0 0.0 0.0
```
Positions in Å, forces in eV/Å.

Calculated values
Energy relative to the best compared isomer or geometry (same formula, charge and spin) in kcal per mole: 4.74

# C32H20CrN2O5

A structure of composition C32H20CrN2O5 in a non-equilibrium geometry (wB97M-V/def2-TZVPD, OMol25).

```
60
Properties=species:S:1:pos:R:3:forces:R:3
C 2.018 2.600 1.313 -0.3 0.2 -1.5
N 1.228 2.520 2.435 -2.0 -0.1 3.7
O 0.728 3.554 2.989 1.3 -1.7 -2.0
O 1.007 1.384 2.966 0.3 2.0 -0.7
C 2.104 1.485 0.425 0.1 -0.5 -0.1
C 1.820 0.152 0.813 0.0 -0.2 -0.4
C 1.920 -0.883 -0.103 0.1 0.0 0.2
C 2.326 -0.637 -1.420 -0.1 0.3 0.2
C 2.538 -1.741 -2.316 0.3 -2.0 -1.6
N 2.714 -2.663 -3.021 -0.4 2.1 1.6
C 2.540 0.687 -1.836 0.2 0.2 -0.1
C 2.443 1.729 -0.930 0.0 0.2 0.3
H 2.344 3.586 0.971 -0.3 -0.2 0.4
H 1.509 -0.006 1.838 0.2 -0.3 -0.4
H 1.697 -1.904 0.203 0.1 0.2 0.0
H 2.790 0.891 -2.874 0.0 0.0 0.2
H 2.593 2.772 -1.218 0.1 -0.4 -0.2
O 2.152 4.765 -3.621 1.2 0.6 0.4
C 2.995 5.414 -3.140 -0.7 -0.1 -0.2
Cr 4.147 6.528 -2.132 -4.1 1.7 -1.6
C 2.740 6.305 -0.896 -0.5 -0.5 0.8
O 1.790 6.138 -0.239 1.1 0.4 -0.8
C 3.110 8.058 -2.595 -0.7 -0.3 -0.1
O 2.333 8.904 -2.790 1.1 -0.7 0.1
C 5.940 7.059 -3.197 0.6 0.6 -1.4
C 5.882 5.659 -3.136 0.2 -1.4 0.1
C 5.638 5.020 -1.917 0.6 -1.5 -1.0
C 5.558 5.760 -0.717 -0.1 -2.1 3.3
C 5.070 5.126 0.499 0.7 1.0 -1.5
C 4.541 4.729 1.529 0.3 0.3 -0.6
C 3.987 4.283 2.728 0.4 0.1 0.6
C 3.217 5.269 3.486 -0.3 0.6 0.3
C 3.325 6.638 3.110 0.1 0.1 0.2
C 2.771 7.670 3.870 -0.1 -0.5 0.1
C 2.023 7.369 5.016 0.1 0.0 0.0
C 1.821 6.030 5.358 0.2 0.0 -0.3
C 2.395 5.004 4.605 0.2 0.3 0.4
C 4.380 2.939 3.134 0.1 -0.3 0.0
C 5.425 2.282 2.424 0.0 -0.2 0.0
C 5.777 0.964 2.697 -0.2 0.2 0.1
C 5.063 0.229 3.651 -0.1 0.1 0.2
C 4.054 0.862 4.383 0.2 0.2 -0.2
C 3.759 2.202 4.160 0.1 -0.2 0.2
C 5.680 7.171 -0.789 0.4 1.5 0.8
C 5.930 7.802 -2.004 0.0 0.5 1.2
H 6.001 7.576 -4.159 0.0 -0.3 0.4
H 5.968 5.060 -4.044 -0.2 0.2 0.2
H 5.468 3.939 -1.860 0.2 0.5 -0.2
H 3.913 6.893 2.226 -0.2 -0.1 0.3
H 2.934 8.707 3.577 -0.1 -0.3 0.0
H 1.622 8.163 5.651 0.1 -0.2 -0.3
H 1.220 5.754 6.227 0.1 0.2 -0.2
H 2.205 3.997 4.948 -0.1 0.5 -0.2
H 5.973 2.838 1.662 -0.2 -0.2 0.2
H 6.617 0.510 2.169 -0.3 0.1 0.1
H 5.302 -0.813 3.854 0.0 0.2 -0.1
H 3.476 0.327 5.139 0.3 0.1 -0.2
H 3.045 2.681 4.813 0.1 -0.4 -0.3
H 5.543 7.743 0.135 0.2 -0.1 -0.5
H 6.061 8.885 -2.030 -0.3 -0.3 0.0
```
Positions in Å, forces in eV/Å.

Calculated values
Energy in eV: -75140.82753
Charge: -1
⟨S²⟩: 3.84
Spin multiplicity: 4